Entry 1:
A 2-piece molecular cluster, C5H13NO overall, computed with ωB97M-V with the def2-TZVPD basis set.

The calculated total energy comes out at -8931.8228 eV. For the orbital gap, the calculation gives 10.21 eV. The calculation puts the maximum force at 0.0594 Eh/bohr. As for the relative energy (zero: lowest compared OMol25 entry of this formula, charge and spin): 50.46 kcal per mole. The calculation puts the HOMO energy at -9.28 eV.

Each line ends with the natural charge from an NBO analysis.
Element x y z (Å)
1 C 0.076 -2.671 0.553  -0.61
2 C 0.356 -1.308 1.180  -0.42
3 C 0.585 -0.189 0.168  0.12
4 C 0.905 1.124 0.792  -0.69
5 O -0.707 -0.054 -0.687  -0.77
6 H -0.873 -2.672 0.017  0.20
7 H 0.870 -2.944 -0.144  0.20
8 H 0.023 -3.438 1.326  0.22
9 H 1.256 -1.373 1.799  0.21
10 H -0.474 -1.020 1.830  0.21
11 H 1.357 -0.487 -0.556  0.17
12 H 0.547 1.998 0.077  0.29
13 H 1.958 1.213 1.031  0.22
14 H 0.292 1.321 1.666  0.20
15 H -0.823 -0.883 -1.163  0.46
16 C -0.941 2.060 -1.891  0.02
17 N -0.812 2.833 -0.895  -0.66
18 H -0.064 1.912 -2.512  0.16
19 H -1.876 1.630 -2.255  0.15
20 H -1.656 2.948 -0.335  0.34

Entry 2:
A 2-piece molecular cluster, C5H13NO overall, computed with ωB97M-V with the def2-TZVPD basis set.

The calculated total energy comes out at -8932.4845 eV. For the orbital gap, the calculation gives 10.64 eV. The calculation puts the maximum force at 0.0712 Eh/bohr. As for the relative energy (zero: lowest compared OMol25 entry of this formula, charge and spin): 35.20 kcal per mole. The calculation puts the HOMO energy at -9.89 eV.

Each line ends with the natural charge from an NBO analysis.
Element x y z (Å)
1 C -2.530 0.564 -1.665  -0.60
2 C -1.408 0.483 -0.524  -0.52
3 C -1.709 -0.799 0.381  0.68
4 N -1.701 -0.448 1.671  -0.82
5 O -1.778 -1.964 0.045  -0.60
6 H -3.461 0.143 -1.376  0.21
7 H -2.235 -0.107 -2.489  0.21
8 H -2.529 1.632 -1.980  0.21
9 H -0.478 0.466 -1.103  0.23
10 H -1.421 1.477 -0.079  0.21
11 H -1.874 -1.133 2.367  0.39
12 H -1.166 0.331 2.018  0.39
13 C 2.435 -0.122 -0.425  -0.64
14 C 3.187 0.016 0.943  -0.61
15 H 1.433 0.236 -0.318  0.20
16 H 3.115 0.380 -1.091  0.22
17 H 2.168 -1.235 -0.452  0.22
18 H 4.074 0.593 0.876  0.20
19 H 3.347 -0.974 1.528  0.20
20 H 2.530 0.461 1.674  0.20

Entry 3:
A 2-piece molecular cluster, C5H13NO overall, computed with ωB97M-V with the def2-TZVPD basis set.

The calculated total energy comes out at -8932.4919 eV. For the orbital gap, the calculation gives 8.73 eV. The calculation puts the maximum force at 0.0057 Eh/bohr. As for the relative energy (zero: lowest compared OMol25 entry of this formula, charge and spin): 35.03 kcal per mole. The calculation puts the HOMO energy at -7.74 eV.

Each line ends with the natural charge from an NBO analysis.
Element x y z (Å)
1 C -2.730 -0.745 -0.146  -0.62
2 C -1.693 -1.811 0.044  -0.31
3 C -0.473 -1.721 -0.476  0.02
4 N 0.576 -2.596 -0.241  -0.81
5 H -2.522 -0.166 -1.047  0.20
6 H -3.738 -1.151 -0.262  0.21
7 H -2.753 -0.033 0.685  0.20
8 H -1.940 -2.675 0.654  0.19
9 H -0.249 -0.901 -1.152  0.18
10 H 1.356 -2.550 -0.873  0.38
11 H 0.333 -3.532 0.035  0.37
12 C 2.196 1.959 -0.461  -0.62
13 C 1.237 2.290 0.664  -0.06
14 O 0.941 1.086 1.367  -0.72
15 H 1.721 1.357 -1.232  0.20
16 H 2.597 2.866 -0.907  0.21
17 H 3.028 1.390 -0.040  0.21
18 H 0.327 2.753 0.281  0.16
19 H 1.719 3.005 1.344  0.15
20 H 0.066 1.174 1.762  0.47

Entry 4:
A 2-piece molecular cluster, C5H13NO overall, computed with ωB97M-V with the def2-TZVPD basis set.

The calculated total energy comes out at -8933.4320 eV. For the orbital gap, the calculation gives 10.67 eV. The calculation puts the maximum force at 0.0431 Eh/bohr. As for the relative energy (zero: lowest compared OMol25 entry of this formula, charge and spin): 13.35 kcal per mole. The calculation puts the HOMO energy at -9.82 eV.

Each line ends with the natural charge from an NBO analysis.
Element x y z (Å)
1 C -0.217 0.999 1.962  -0.63
2 C -0.659 -0.461 1.929  -0.52
3 C -1.227 -0.979 0.621  0.68
4 N -1.793 0.000 -0.131  -0.84
5 O -1.242 -2.127 0.236  -0.61
6 H -1.051 1.701 1.856  0.20
7 H 0.560 1.161 1.225  0.22
8 H 0.193 1.463 2.865  0.23
9 H 0.146 -1.155 2.169  0.23
10 H -1.439 -0.639 2.674  0.23
11 H -2.308 -0.311 -0.946  0.40
12 H -1.844 0.983 0.092  0.40
13 C 1.383 -0.634 -2.388  -0.62
14 C 1.361 0.385 -1.234  -0.62
15 H 1.296 -1.627 -1.950  0.22
16 H 0.548 -0.417 -3.044  0.20
17 H 2.298 -0.606 -2.975  0.21
18 H 0.564 1.099 -1.488  0.20
19 H 2.166 1.125 -1.258  0.20
20 H 1.265 0.039 -0.216  0.20

Entry 5:
C5H13NO as an isolated structure, computed with ωB97M-V with the def2-TZVPD basis set.

The calculated total energy comes out at -8929.4094 eV. For the orbital gap, the calculation gives 6.87 eV. The calculation puts the maximum force at 0.0570 Eh/bohr. As for the relative energy (zero: lowest compared OMol25 entry of this formula, charge and spin): 106.11 kcal per mole. The calculation puts the HOMO energy at -6.00 eV.

Each line ends with the natural charge from an NBO analysis.
Element x y z (Å)
1 C -1.115 0.440 -0.205  -0.07
2 C 0.602 -0.789 -1.281  -0.10
3 C -0.813 -0.933 -0.773  -0.50
4 C 2.210 -0.143 0.956  -0.43
5 C -1.840 0.418 1.127  -0.64
6 N 1.524 0.416 -0.202  -0.67
7 O -1.842 1.140 -1.214  -0.76
8 H -1.873 2.069 -0.971  0.46
9 H 2.138 1.004 -0.759  0.38
10 H 0.414 0.896 0.071  0.33
11 H 0.637 -0.296 -2.247  0.21
12 H 1.278 -1.630 -1.150  0.19
13 H -0.857 -1.697 0.007  0.20
14 H -1.518 -1.228 -1.571  0.23
15 H 2.560 0.640 1.634  0.21
16 H 1.505 -0.779 1.494  0.21
17 H 3.070 -0.753 0.661  0.19
18 H -1.262 -0.144 1.862  0.19
19 H -1.988 1.425 1.523  0.20
20 H -2.831 -0.055 1.039  0.17

Entry 6:
A 2-piece molecular cluster, C5H13NO overall, computed with ωB97M-V with the def2-TZVPD basis set.

The calculated total energy comes out at -8933.4090 eV. For the orbital gap, the calculation gives 10.84 eV. The calculation puts the maximum force at 0.0313 Eh/bohr. As for the relative energy (zero: lowest compared OMol25 entry of this formula, charge and spin): 13.88 kcal per mole. The calculation puts the HOMO energy at -9.99 eV.

Each line ends with the natural charge from an NBO analysis.
Element x y z (Å)
1 C 0.560 0.475 2.331  -0.73
2 C -0.963 0.642 2.342  0.68
3 N -1.606 -0.572 2.186  -0.84
4 O -1.574 1.679 2.351  -0.60
5 H 0.853 -0.561 2.057  0.21
6 H 1.098 0.892 3.241  0.25
7 H 0.964 1.033 1.498  0.24
8 H -2.600 -0.582 2.350  0.40
9 H -1.118 -1.465 2.164  0.39
10 C -0.225 -1.160 -1.131  -0.63
11 C 0.489 0.159 -1.469  -0.39
12 C 0.960 0.502 -2.898  -0.61
13 H 0.567 -1.908 -1.285  0.21
14 H -1.086 -1.255 -1.810  0.21
15 H -0.732 -1.085 -0.160  0.22
16 H -0.190 1.001 -1.260  0.20
17 H 1.426 0.292 -0.845  0.18
18 H 1.465 -0.348 -3.379  0.20
19 H 0.124 0.877 -3.499  0.20
20 H 1.587 1.384 -2.784  0.21

Entry 7:
A 2-piece molecular cluster, C5H13NO overall, computed with ωB97M-V with the def2-TZVPD basis set.

The calculated total energy comes out at -8932.4263 eV. For the orbital gap, the calculation gives 8.46 eV. The calculation puts the maximum force at 0.0234 Eh/bohr. As for the relative energy (zero: lowest compared OMol25 entry of this formula, charge and spin): 36.54 kcal per mole. The calculation puts the HOMO energy at -7.54 eV.

Each line ends with the natural charge from an NBO analysis.
Element x y z (Å)
1 C -0.715 1.657 1.332  -0.65
2 C -0.178 0.610 0.383  -0.27
3 C -0.546 -0.671 0.323  0.18
4 C -1.818 -1.194 0.947  -0.66
5 N 0.186 -1.618 -0.414  -0.63
6 C 1.579 -1.902 -0.107  -0.40
7 H 0.079 2.379 1.507  0.22
8 H -0.876 1.271 2.326  0.20
9 H -1.631 2.126 0.967  0.21
10 H 0.505 1.018 -0.350  0.21
11 H -2.405 -0.358 1.295  0.22
12 H -2.382 -1.780 0.237  0.21
13 H -1.604 -1.801 1.828  0.21
14 H -0.375 -2.440 -0.574  0.36
15 H 1.787 -1.741 0.956  0.18
16 H 2.235 -1.301 -0.728  0.19
17 H 1.780 -2.957 -0.301  0.19
18 O 1.395 2.828 -2.823  -0.93
19 H 2.126 2.521 -3.377  0.47
20 H 0.859 3.353 -3.427  0.47

Entry 8:
A 2-piece molecular cluster, C5H13NO overall, computed with ωB97M-V with the def2-TZVPD basis set.

The calculated total energy comes out at -8932.4234 eV. For the orbital gap, the calculation gives 9.01 eV. The calculation puts the maximum force at 0.0493 Eh/bohr. As for the relative energy (zero: lowest compared OMol25 entry of this formula, charge and spin): 36.61 kcal per mole. The calculation puts the HOMO energy at -8.24 eV.

Each line ends with the natural charge from an NBO analysis.
Element x y z (Å)
1 C 1.602 -0.985 1.607  -0.42
2 N 0.174 -0.992 1.368  -0.44
3 C -0.302 -1.958 0.362  -0.22
4 C -1.515 -1.315 -0.311  -0.41
5 C -1.722 -0.011 0.520  -0.41
6 C -0.377 0.350 1.105  -0.23
7 H 2.051 -1.931 1.276  0.20
8 H 1.787 -0.898 2.678  0.20
9 H 2.191 -0.268 1.043  0.17
10 H 0.431 -2.195 -0.408  0.16
11 H -0.410 -2.888 0.928  0.19
12 H -2.361 -1.952 -0.557  0.22
13 H -1.101 -0.974 -1.297  0.19
14 H -2.480 -0.295 1.271  0.21
15 H -2.242 0.686 -0.151  0.21
16 H 0.235 0.972 0.418  0.16
17 H -0.276 0.920 2.033  0.21
18 O 1.410 4.882 -3.767  -0.95
19 H 1.803 4.077 -3.442  0.47
20 H 1.103 4.776 -4.677  0.47

Entry 9:
A 2-piece molecular cluster, C5H13NO overall, computed with ωB97M-V with the def2-TZVPD basis set.

The calculated total energy comes out at -8931.2552 eV. For the orbital gap, the calculation gives 8.69 eV. The calculation puts the maximum force at 0.0777 Eh/bohr. As for the relative energy (zero: lowest compared OMol25 entry of this formula, charge and spin): 63.55 kcal per mole. The calculation puts the HOMO energy at -7.94 eV.

Each line ends with the natural charge from an NBO analysis.
Element x y z (Å)
1 C -0.156 -0.784 2.937  -0.41
2 N 0.360 -0.469 1.577  -0.47
3 C -0.296 0.662 1.047  -0.20
4 C 0.133 0.843 -0.508  -0.43
5 C -0.023 -0.671 -0.777  -0.42
6 C 0.534 -1.453 0.560  -0.21
7 H -0.013 -1.806 3.256  0.21
8 H -1.247 -0.570 3.045  0.17
9 H 0.261 -0.058 3.689  0.20
10 H -1.370 0.613 0.912  0.16
11 H 0.001 1.534 1.658  0.19
12 H 1.163 1.224 -0.740  0.20
13 H -0.369 1.651 -1.064  0.23
14 H 0.466 -1.112 -1.643  0.21
15 H -1.143 -0.947 -1.152  0.20
16 H -0.086 -2.351 0.776  0.19
17 H 1.567 -1.689 0.147  0.19
18 O -0.144 1.573 -4.300  -0.94
19 H 0.429 1.244 -5.089  0.47
20 H -0.068 2.564 -4.331  0.47

Entry 10:
C5H13NO in the gas phase, computed with ωB97M-V with the def2-TZVPD basis set.

The calculated total energy comes out at -8933.3659 eV. For the orbital gap, the calculation gives 9.84 eV. The calculation puts the maximum force at 0.0349 Eh/bohr. As for the relative energy (zero: lowest compared OMol25 entry of this formula, charge and spin): 14.87 kcal per mole. The calculation puts the HOMO energy at -8.94 eV.

Each line ends with the natural charge from an NBO analysis.
Element x y z (Å)
1 C 0.876 -1.179 -1.493  -0.62
2 C 0.658 0.127 -0.721  -0.07
3 N -0.121 1.035 -1.574  -0.85
4 C 0.025 -0.038 0.696  0.26
5 C 0.444 1.109 1.620  -0.63
6 C -1.575 -0.112 0.585  -0.65
7 O 0.444 -1.238 1.350  -0.74
8 H 1.320 -0.986 -2.476  0.23
9 H 1.568 -1.836 -0.955  0.22
10 H -0.061 -1.723 -1.647  0.19
11 H 1.654 0.572 -0.607  0.19
12 H -0.990 0.608 -1.886  0.36
13 H -0.209 1.968 -1.176  0.37
14 H 1.538 1.158 1.705  0.22
15 H 0.079 2.080 1.272  0.21
16 H 0.071 0.948 2.638  0.22
17 H -1.863 -0.999 0.015  0.20
18 H -1.983 -0.235 1.594  0.22
19 H -2.069 0.784 0.198  0.21
20 H 0.192 -2.041 0.862  0.47

Entry 11:
A 2-piece molecular cluster, C5H13NO overall, computed with ωB97M-V with the def2-TZVPD basis set.

The calculated total energy comes out at -8931.1783 eV. For the orbital gap, the calculation gives 9.81 eV. The calculation puts the maximum force at 0.0569 Eh/bohr. As for the relative energy (zero: lowest compared OMol25 entry of this formula, charge and spin): 65.32 kcal per mole. The calculation puts the HOMO energy at -8.97 eV.

Each line ends with the natural charge from an NBO analysis.
Element x y z (Å)
1 C 1.289 1.806 -0.221  -0.41
2 C 1.103 0.510 -0.004  0.02
3 C 2.276 -0.345 -0.437  -0.66
4 C -0.125 -0.169 0.732  -0.49
5 C -0.941 -0.795 -0.461  -0.21
6 N -1.572 0.268 -1.186  -0.88
7 H 2.235 2.246 -0.564  0.20
8 H 0.527 2.554 -0.009  0.19
9 H 1.980 -1.432 -0.469  0.21
10 H 3.171 -0.212 0.327  0.22
11 H 2.805 -0.086 -1.355  0.23
12 H -0.674 0.496 1.341  0.25
13 H 0.106 -0.730 1.705  0.23
14 H -0.344 -1.350 -1.222  0.18
15 H -1.746 -1.501 -0.088  0.17
16 H -1.185 1.215 -1.229  0.38
17 H -1.937 -0.017 -2.074  0.37
18 O -2.492 -0.688 2.088  -0.93
19 H -2.855 -0.636 1.218  0.47
20 H -1.620 -1.136 1.910  0.46

Entry 12:
A 2-piece molecular cluster, C5H13NO overall, computed with ωB97M-V with the def2-TZVPD basis set.

The calculated total energy comes out at -8931.7093 eV. For the orbital gap, the calculation gives 8.66 eV. The calculation puts the maximum force at 0.0715 Eh/bohr. As for the relative energy (zero: lowest compared OMol25 entry of this formula, charge and spin): 53.07 kcal per mole. The calculation puts the HOMO energy at -7.79 eV.

Each line ends with the natural charge from an NBO analysis.
Element x y z (Å)
1 C -0.620 1.030 -1.648  -0.40
2 N -0.221 0.451 -0.410  -0.43
3 C -0.074 -1.056 -0.444  -0.26
4 C 0.965 -1.361 0.573  -0.42
5 C 1.888 -0.084 0.360  -0.39
6 C 0.961 1.082 0.161  -0.24
7 H 0.263 0.948 -2.317  0.16
8 H -0.844 2.136 -1.549  0.20
9 H -1.523 0.509 -1.938  0.20
10 H -1.129 -1.328 -0.253  0.20
11 H -0.055 -1.576 -1.460  0.19
12 H 1.640 -2.319 0.471  0.22
13 H 0.662 -1.343 1.574  0.20
14 H 2.440 -0.270 -0.664  0.19
15 H 2.665 0.076 1.200  0.21
16 H 0.725 1.507 1.127  0.18
17 H 1.183 1.904 -0.495  0.19
18 O -2.967 0.162 1.612  -0.92
19 H -2.530 -0.710 1.687  0.47
20 H -3.431 0.242 2.412  0.46

- What is the calculated total energy in the tenth record?
  -8933.3659 eV